{
  "formula": "C8H32O8",
  "method": "ωB97M-V/def2-TZVPD",
  "smiles": "CCO.CCO.CCO.CCO.O.O.O.O",
  "total_charge": 0,
  "multiplicity": 1,
  "homo_energy_ev": -9.891,
  "total_energy_ev": -25193.9273,
  "relative_energy_kj_mol": 84.1,
  "elements": ["C", "C", "O", "H", "H", "H", "H", "H", "H", "C", "C", "O", "H", "H", "H", "H", "H", "H", "C", "C", "O", "H", "H", "H", "H", "H", "H", "C", "C", "O", "H", "H", "H", "H", "H", "H", "O", "H", "H", "O", "H", "H", "O", "H", "H", "O", "H", "H"],
  "coordinates": [[0.8861, -2.9494, 1.1225], [0.6717, -4.2709, 1.8418], [1.7755, -5.1338, 1.7164], [1.2226, -3.1035, 0.0923], [1.6359, -2.2799, 1.5500], [-0.0199, -2.3504, 1.0156], [-0.2154, -4.7494, 1.4067], [0.3920, -4.0564, 2.8820], [1.4955, -6.0111, 1.4620], [0.7143, 1.2314, 1.1244], [-0.6629, 0.6979, 0.7739], [-0.4926, -0.1724, -0.3458], [0.7226, 1.8827, 1.9936], [1.2279, 1.6658, 0.2641], [1.3850, 0.3757, 1.2701], [-1.3084, 1.5230, 0.4441], [-1.1632, 0.1532, 1.5784], [-1.3342, -0.5943, -0.5592], [-1.0990, 5.1888, -0.8881], [0.0794, 4.6424, -0.0786], [-0.2101, 4.4980, 1.3032], [-1.9907, 4.5671, -0.9148], [-0.7087, 5.3373, -1.8977], [-1.3517, 6.1470, -0.4331], [0.9204, 5.3261, -0.2080], [0.4400, 3.6766, -0.4497], [-0.5494, 3.6149, 1.4668], [2.1000, -0.2390, -2.8414], [2.4896, -1.6827, -3.1615], [1.6878, -2.2229, -4.2385], [1.0437, -0.1822, -2.5635], [2.4375, 0.4494, -3.6151], [2.5122, 0.1604, -1.9060], [2.2224, -2.3389, -2.3353], [3.5410, -1.6653, -3.4521], [1.9082, -1.6942, -5.0161], [-2.2774, -0.1330, 4.4192], [-2.9869, -0.1336, 3.7642], [-1.9016, -1.0212, 4.3820], [-3.1062, -1.2395, -1.4324], [-3.9762, -1.6358, -1.5419], [-2.4930, -1.8381, -1.8885], [-1.0813, 2.4549, 4.2297], [-1.3009, 1.5042, 4.2604], [-1.4499, 2.8208, 5.0393], [-0.9827, -2.2021, -3.1745], [-0.6651, -1.2931, -3.1431], [-0.1841, -2.7247, -3.3178]],
  "forces_ev_per_angstrom": [[0.366, 0.347, -0.721], [-1.109, 0.468, -0.361], [0.657, 0.232, 0.262], [-0.047, -0.264, 0.053], [0.030, -0.295, 0.377], [-0.158, -0.198, 0.276], [0.046, 0.063, -0.018], [0.401, -0.266, 0.114], [-0.178, -0.096, 0.018], [0.517, -1.094, -0.189], [0.074, 0.341, -0.996], [0.187, -0.234, -0.068], [0.063, 0.061, -0.004], [-0.580, 0.602, -0.052], [-0.245, -0.065, 0.641], [-0.131, 0.023, 0.312], [0.209, 0.180, 0.269], [-0.157, 0.181, 0.082], [0.840, 0.124, 0.280], [-0.313, -0.668, -0.105], [0.137, 0.440, 0.028], [0.101, -0.219, 0.077], [-0.368, 0.159, -0.113], [-0.177, 0.077, -0.247], [-0.040, 0.126, 0.335], [-0.164, 0.043, -0.276], [-0.058, -0.001, 0.064], [-0.222, -0.079, 0.928], [-0.727, 0.648, -0.171], [0.615, 0.517, 0.013], [-0.124, 0.192, -0.724], [-0.476, 0.018, -0.214], [0.585, -0.473, -0.116], [0.655, 0.029, 0.181], [0.091, -0.629, 0.310], [-0.270, -0.220, -0.051], [-0.072, -0.245, -0.162], [0.078, 0.029, 0.101], [-0.016, 0.126, 0.030], [0.135, -0.128, 0.095], [0.070, 0.059, 0.040], [-0.022, -0.041, -0.238], [0.009, -0.345, -0.142], [-0.006, 0.411, 0.105], [0.029, -0.018, -0.056], [-0.321, -0.014, 0.328], [0.062, -0.044, -0.110], [0.019, 0.142, -0.185]],
  "nbo_charge": [-0.6351, -0.0593, -0.7244, 0.2062, 0.2083, 0.2208, 0.1550, 0.1512, 0.4738, -0.6494, -0.0563, -0.7616, 0.2337, 0.2115, 0.2125, 0.1552, 0.1584, 0.4928, -0.6310, -0.0583, -0.7239, 0.2042, 0.2034, 0.2112, 0.1671, 0.1544, 0.4726, -0.6543, -0.0719, -0.7429, 0.2185, 0.2034, 0.2275, 0.1849, 0.1678, 0.4681, -0.9506, 0.4825, 0.4825, -0.9829, 0.4783, 0.5013, -0.9709, 0.4907, 0.4683, -0.9714, 0.4787, 0.4992]
}